Here is a molecular structure, C37H40EuN5OS2 in a non-equilibrium geometry from OMol25. Energies are from ωB97M-V with the def2-TZVPD basis set.

2S+1: 7
HOMO-LUMO gap (spin up / spin down) in eV: 5.03 / 5.93
Charge: 0

Geometry (Å):
Eu -0.093 -0.125 0.405
C -1.941 0.585 3.953
N -0.511 0.847 3.730
C 0.415 -0.094 4.356
C 1.946 0.042 3.995
N 2.313 0.178 2.537
C 3.060 1.448 2.171
C 2.830 -0.993 1.883
C 4.111 -0.916 1.274
C 4.745 -2.049 0.709
C 4.071 -3.289 0.728
C 2.845 -3.394 1.415
C 2.131 -2.255 1.903
S 0.455 -2.530 2.208
C -0.178 2.157 3.669
C 0.706 2.810 4.650
C 0.908 4.194 4.621
C 0.478 4.974 3.553
C -0.260 4.394 2.541
C -0.546 3.021 2.559
S -1.459 2.413 1.213
H -2.319 1.200 4.809
H -2.178 -0.483 4.073
H -2.515 0.917 3.079
H 0.103 -1.165 4.122
H 0.446 0.041 5.466
H 2.381 -0.921 4.353
H 2.331 0.935 4.528
H 4.093 1.464 2.586
H 2.496 2.335 2.529
H 3.067 1.466 1.073
H 4.620 0.058 1.349
H 5.764 -1.915 0.358
H 4.483 -4.214 0.380
H 2.413 -4.354 1.554
H 0.982 2.291 5.541
H 1.341 4.697 5.468
H 0.728 5.994 3.487
H -0.574 5.086 1.710
C 1.024 3.363 -2.635
C -0.159 3.849 -3.173
C -1.282 3.043 -2.985
C -1.245 1.946 -2.130
C -0.059 1.685 -1.369
C 1.099 2.307 -1.781
C -2.511 1.320 -1.720
C -3.733 1.822 -2.095
C -4.864 1.122 -1.734
C -4.775 -0.045 -0.961
C -5.941 -0.707 -0.480
C -5.799 -1.887 0.300
C -4.525 -2.432 0.509
C -3.389 -1.719 0.142
C -3.498 -0.477 -0.536
N -2.375 0.190 -0.935
H 1.929 3.934 -2.877
H -0.239 4.725 -3.831
H -2.193 3.204 -3.491
H 2.100 2.086 -1.377
H -3.838 2.572 -2.869
H -5.825 1.540 -1.965
H -6.917 -0.333 -0.789
H -6.690 -2.446 0.615
H -4.405 -3.405 1.027
H -2.376 -2.107 0.228
C -1.085 -3.375 -1.997
N -0.108 -2.894 -2.946
C -0.260 -3.314 -4.301
C 0.498 -2.387 -5.279
C 1.913 -2.104 -4.742
N 1.755 -1.514 -3.404
C 2.826 -0.696 -2.901
C 0.801 -1.956 -2.548
O 0.685 -1.441 -1.382
H -1.054 -4.430 -2.050
H -2.036 -2.887 -2.256
H -0.711 -3.079 -0.991
H -1.334 -3.399 -4.527
H 0.138 -4.343 -4.427
H 0.020 -1.414 -5.386
H 0.555 -2.800 -6.292
H 2.435 -1.404 -5.352
H 2.519 -3.033 -4.669
H 2.497 -0.258 -1.928
H 3.053 0.035 -3.611
H 3.685 -1.304 -2.637

=====

Here is a molecular structure, C11H22CsO2S3Se2 in a non-equilibrium geometry from OMol25. Energies are from ωB97M-V with the def2-TZVPD basis set.

HOMO-LUMO gap in eV: 5.25
Charge: -1

Geometry (Å):
Cs 0.142 2.646 -0.052
C -2.981 -3.480 4.290
C -2.963 -3.528 2.772
S -2.741 -1.878 1.986
C -1.229 -2.135 1.011
C 0.032 -2.245 1.845
S 0.443 -0.688 2.712
C 0.367 -1.191 4.471
C -1.038 -1.507 4.964
S -1.336 -3.320 5.060
H -3.371 -4.423 4.677
H -3.601 -2.657 4.647
H -3.923 -3.910 2.417
H -2.167 -4.174 2.411
H -1.174 -1.280 0.334
H -1.373 -3.033 0.408
H 0.873 -2.456 1.183
H -0.042 -3.020 2.608
H 0.772 -0.332 5.005
H 1.040 -2.038 4.622
H -1.785 -1.098 4.288
H -1.202 -1.112 5.969
O 2.365 1.932 -1.320
C 2.635 2.019 -2.695
C 1.444 2.438 -3.579
C 2.050 2.798 -4.954
O 1.121 3.140 -5.952
C 0.668 3.640 -3.051
Se 1.599 4.911 -1.868
C 0.490 1.262 -3.792
Se -0.407 0.484 -2.237
H 2.203 2.868 -1.090
H 2.978 1.032 -3.023
H 3.451 2.743 -2.858
H 2.683 1.960 -5.297
H 2.681 3.681 -4.832
H 0.475 2.426 -6.015
H -0.195 3.302 -2.474
H 0.313 4.240 -3.893
H 1.033 0.429 -4.248
H -0.333 1.554 -4.450

=====

Here is a molecular structure, C4H8O2 from OMol25. Energies are from ωB97M-V with the def2-TZVPD basis set.

HOMO-LUMO gap in eV: 8.62
Charge: 0

Geometry (Å):
C -0.986 0.389 -1.051
C 0.080 0.415 0.036
O 0.030 1.625 0.773
C 0.088 -0.822 0.926
C 1.493 0.155 -0.525
O 1.244 -1.511 0.361
H -1.991 0.550 -0.636
H -0.985 -0.580 -1.563
H -0.774 1.156 -1.801
H -0.855 2.000 0.692
H 0.373 -0.556 1.944
H -0.797 -1.468 0.933
H 2.172 0.558 0.250
H 0.978 -1.977 -0.444

=====

Here is 2 unconnected molecules or ions with the total composition C2H2N2OS2 in a non-equilibrium geometry from OMol25. Energies are from ωB97M-V with the def2-TZVPD basis set.

HOMO-LUMO gap (spin up / spin down) in eV: 6.72 / 6.71
Charge: 0

Geometry (Å):
C 0.350 0.944 0.174
C 1.379 -1.536 -0.074
N -0.905 0.816 -0.078
N -1.638 -0.180 -0.018
O 0.900 -1.454 -1.124
S 1.392 1.623 1.096
S 2.136 -1.704 1.277
H -1.287 1.791 -0.559
H -2.327 -0.300 -0.695

=====

Here is a single C5H13NO2 molecule in a non-equilibrium geometry from OMol25. Energies are from ωB97M-V with the def2-TZVPD basis set.

HOMO-LUMO gap in eV: 10.97
SMILES: CC[C@@H](C)O[C@H](N)O
Charge: 0

Geometry (Å):
C -0.173 -0.356 -2.883
C -0.797 -0.654 -1.521
C 0.038 -0.157 -0.341
C 0.148 1.364 -0.279
O -0.618 -0.680 0.832
C 0.127 -0.842 1.997
N 0.213 0.501 2.796
O 1.463 -1.010 1.885
H 0.847 -0.742 -2.940
H -0.756 -0.823 -3.677
H -0.139 0.715 -3.088
H -0.917 -1.732 -1.400
H -1.794 -0.211 -1.457
H 1.042 -0.590 -0.402
H 0.774 1.669 0.559
H 0.605 1.756 -1.187
H -0.843 1.808 -0.171
H -0.388 -1.615 2.585
H -0.519 1.158 2.545
H 0.163 0.353 3.800
H 1.525 0.089 2.349

=====

Here is a single C5H10O molecule from OMol25. Energies are from ωB97M-V with the def2-TZVPD basis set.

HOMO-LUMO gap in eV: 11.22
SMILES: CC[C@H]1O[C@H]1C
Charge: 0

Geometry (Å):
C 1.634 0.301 -0.960
C 0.851 0.999 0.150
C 0.225 -0.070 1.010
O -1.029 0.138 1.641
C -0.963 -0.813 0.580
C -1.764 -0.482 -0.654
H 2.374 -0.384 -0.530
H 2.159 1.004 -1.611
H 0.961 -0.303 -1.580
H 1.514 1.632 0.752
H 0.079 1.657 -0.260
H 0.941 -0.608 1.637
H -1.032 -1.854 0.904
H -1.642 0.566 -0.939
H -2.827 -0.654 -0.456
H -1.472 -1.114 -1.500